Computed, not measured: a structure of composition C55H63BiN4O5Sb2Si, with ωB97M-V/def2-TZVPD.

Values from the calculation:
- DFT total energy (eV) = -101046.9719
- energy relative to the best compared isomer or geometry (same formula, charge and spin) (kcal/mol) = 0.0
- E_HOMO (eV) = -7.3
- strongest force on any atom (eV/A) = 0.2
- molecular weight (g/mol) = 1340.72

```
131
C55H63BiN4O5Sb2Si (ωB97M-V/def2-TZVPD)
Bi 0.386 -1.277 0.179
C 1.670 -7.378 -0.957
O 0.485 -6.608 -1.066
C -0.700 -7.250 -0.923
C -0.832 -8.605 -0.638
C -2.094 -9.177 -0.546
C -3.233 -8.411 -0.724
C -3.104 -7.053 -0.975
C -1.853 -6.464 -1.072
N -1.746 -5.083 -1.369
C -1.283 -4.121 -0.516
N -0.824 -4.567 0.674
C -0.552 -3.851 1.860
C -0.166 -2.524 1.949
C 0.080 -1.986 3.215
C -0.042 -2.747 4.358
C -0.410 -4.088 4.269
C -0.663 -4.634 3.028
O -1.026 -5.940 2.816
C -1.075 -6.799 3.940
N -1.275 -2.858 -0.828
C -1.925 -2.440 -2.009
C -1.197 -1.857 -3.044
C -1.827 -1.396 -4.191
C -3.202 -1.518 -4.321
C -3.944 -2.087 -3.296
C -3.318 -2.537 -2.144
O -4.069 -3.170 -1.184
C -4.152 -2.498 0.076
H 2.490 -6.695 -1.162
H 1.685 -8.188 -1.690
H 1.783 -7.791 0.048
H 0.044 -9.222 -0.506
H -2.178 -10.235 -0.334
H -4.215 -8.859 -0.656
H -3.977 -6.422 -1.094
H -2.281 -4.740 -2.151
H -0.945 -5.555 0.838
H 0.411 -0.958 3.295
H 0.161 -2.313 5.328
H -0.493 -4.686 5.164
H -1.325 -7.784 3.556
H -1.844 -6.479 4.647
H -0.108 -6.837 4.448
H -0.120 -1.791 -2.945
H -1.240 -0.953 -4.984
H -3.699 -1.168 -5.216
H -5.019 -2.193 -3.369
H -5.052 -1.882 0.103
H -3.276 -1.874 0.250
H -4.208 -3.260 0.852
C 1.262 2.372 -1.924
C 2.786 2.487 -1.882
C 3.475 1.726 -0.739
Sb 4.245 2.554 1.128
C 4.966 4.402 0.288
C 5.501 4.418 -0.999
C 6.135 5.547 -1.501
C 6.250 6.685 -0.716
C 5.734 6.682 0.572
C 5.104 5.548 1.069
C 2.637 3.379 2.296
C 2.153 4.679 2.199
C 1.287 5.196 3.153
C 0.892 4.413 4.228
C 1.363 3.113 4.339
C 2.234 2.603 3.385
Sb 0.209 3.865 -0.779
C 0.850 5.450 -2.084
C 0.349 5.565 -3.380
C 0.798 6.566 -4.230
C 1.757 7.471 -3.792
C 2.263 7.368 -2.507
C 1.813 6.362 -1.660
C -1.685 3.618 -1.756
C -2.632 4.630 -1.594
C -3.896 4.524 -2.153
C -4.238 3.393 -2.881
C -3.308 2.378 -3.048
C -2.040 2.491 -2.491
H 0.951 1.376 -1.596
H 0.902 2.503 -2.948
H 3.096 3.537 -1.912
H 3.153 2.056 -2.819
H 4.415 1.305 -1.107
H 2.880 0.860 -0.430
H 5.431 3.537 -1.630
H 6.537 5.536 -2.506
H 6.743 7.567 -1.104
H 5.829 7.561 1.198
H 4.728 5.562 2.087
H 2.455 5.309 1.373
H 0.920 6.211 3.053
H 0.220 4.816 4.975
H 1.063 2.496 5.177
H 2.614 1.593 3.493
H -0.410 4.873 -3.730
H 0.397 6.643 -5.233
H 2.105 8.255 -4.452
H 3.014 8.068 -2.158
H 2.229 6.296 -0.662
H -2.380 5.519 -1.024
H -4.616 5.323 -2.018
H -5.226 3.302 -3.313
H -3.569 1.490 -3.608
H -1.330 1.684 -2.639
N 2.753 -3.128 0.416
C 3.182 -2.708 1.754
C 3.162 -1.182 1.907
O 4.128 -0.648 2.428
O 2.120 -0.527 1.487
H 2.706 -4.138 0.353
H 3.415 -2.809 -0.283
H 4.182 -3.041 2.034
H 2.471 -3.118 2.472
C -2.910 -0.388 2.919
Si -2.428 0.926 1.669
C -1.795 2.429 2.586
C -3.967 1.436 0.720
C -1.128 0.415 0.403
H -3.831 -0.086 3.426
H -2.139 -0.510 3.677
H -3.076 -1.369 2.467
H -2.447 2.690 3.424
H -1.746 3.291 1.916
H -0.790 2.266 2.981
H -4.745 1.784 1.405
H -4.386 0.629 0.117
H -3.725 2.259 0.043
H -0.483 1.289 0.251
H -1.640 0.285 -0.562
```